A structure of composition C52H60BrGe2N2O3RuS4 at a distorted geometry. Source: the Open Molecules 2025 dataset; level of theory: ωB97M-V/def2-TZVPD.

Structure (XYZ):
```
125
Properties=species:S:1:pos:R:3:forces:R:3:lowdin_spin:R:1
Ru 10.8380 11.7685 17.7200 0.79 -0.25 1.29 3.534
C 11.3609 7.7341 9.4104 -1.18 1.79 -0.30 0.000
C 12.2786 8.4860 10.2808 0.58 -0.66 1.42 0.000
C 12.5737 7.8951 11.5243 -0.07 0.20 -0.85 0.000
C 13.4980 8.4306 12.4033 -0.19 0.28 -0.65 0.000
C 13.8740 7.6789 13.6422 -0.62 0.69 1.16 0.001
C 14.1310 9.6167 11.9956 -0.49 0.36 0.06 0.000
C 13.8347 10.2506 10.7671 -0.13 -0.72 -0.26 0.000
C 14.4987 11.5505 10.3901 0.24 -0.17 0.74 0.000
C 12.9302 9.6418 9.8934 -0.24 0.20 -0.30 0.000
C 15.2041 10.2855 12.7792 0.84 -0.44 -0.29 0.001
C 16.4723 9.9778 12.2822 0.80 -0.11 0.42 0.000
C 17.6476 10.6025 12.7254 -0.79 -1.13 -1.41 0.001
C 17.5001 11.6078 13.6262 -0.82 -0.02 -0.10 0.000
C 16.2517 11.9119 14.1786 0.34 -0.80 -0.26 0.001
C 15.0718 11.2343 13.7951 0.54 0.51 0.71 0.008
Ge 13.3534 11.6573 14.7498 0.98 -0.61 -2.04 0.024
S 13.0102 10.6160 16.5033 -0.33 -1.08 1.34 0.117
S 11.9556 11.3820 12.8710 -0.38 0.77 1.25 0.006
Ge 11.0472 13.0424 14.1227 0.63 0.83 -0.86 0.020
S 9.6111 12.3830 15.5296 -0.54 -0.38 0.99 0.091
S 13.0299 13.7809 15.0095 -0.64 0.55 -0.29 0.003
C 10.2656 14.5433 13.0434 0.46 -0.37 0.82 0.004
C 10.3719 15.8769 13.4424 0.39 -0.75 0.03 0.001
C 9.5099 16.8194 12.9347 0.45 1.82 1.28 0.000
C 8.5084 16.4880 12.1068 -1.53 -0.84 -2.61 0.001
C 8.4663 15.1847 11.5948 -0.87 0.44 -0.70 0.000
C 9.3269 14.2140 12.0827 -0.91 0.43 -0.23 0.001
C 8.9948 12.8234 11.7390 0.04 -0.47 -0.61 0.001
C 9.6424 12.1829 10.6817 0.68 -0.46 0.07 0.000
C 10.6759 12.9135 9.8550 -0.04 -0.67 -0.39 0.000
C 9.3624 10.8379 10.3652 -0.60 1.18 0.83 0.000
C 8.3660 10.2003 11.0942 0.18 -0.29 -0.48 0.000
C 8.0536 8.7603 10.7487 -0.61 -0.44 1.79 0.000
C 7.7287 10.8865 12.1273 -0.33 -2.12 -0.57 0.000
C 7.9769 12.1716 12.4445 0.48 1.27 0.39 0.001
C 7.1316 12.8599 13.4770 0.11 1.14 0.60 0.001
C 11.3066 16.3646 14.4744 1.22 0.11 -0.53 0.000
C 12.5981 16.8094 14.0634 -0.85 0.04 0.79 0.000
C 12.9330 16.6683 12.6141 0.42 0.22 -0.58 0.000
C 13.4367 17.3874 15.0136 -0.43 -0.46 -0.17 0.000
C 13.0154 17.5372 16.3421 0.38 0.12 -0.09 0.001
C 13.9640 18.0933 17.4225 -1.08 1.44 -1.55 0.000
C 11.7247 17.1578 16.6689 0.17 -0.69 0.91 0.003
C 10.8777 16.4718 15.7761 -0.30 1.53 0.45 0.001
C 9.4946 16.0222 16.1966 0.42 0.53 1.72 0.000
C 16.3007 12.8704 15.2956 -0.42 0.14 0.07 0.001
C 16.1990 14.2385 15.0519 0.51 -0.06 2.31 0.000
C 16.1019 14.7885 13.7100 -0.89 0.94 -0.63 0.000
C 16.1464 15.1023 16.1671 0.36 -1.00 -0.29 0.000
C 16.1075 14.5444 17.4415 -0.25 0.46 0.78 0.000
C 15.6846 15.3450 18.6617 0.08 -0.55 -0.78 0.002
C 16.3476 13.1814 17.6789 -0.38 0.23 -0.62 0.000
C 16.4857 12.3343 16.5788 0.48 0.78 0.77 0.001
C 17.0783 10.9762 16.7644 -0.73 -1.15 -0.34 0.001
H 11.7406 7.6682 8.4501 1.15 -0.32 -2.13 0.000
H 10.4054 8.2367 9.2104 -0.05 -0.10 0.54 0.000
H 11.1963 6.7633 9.7456 -0.48 -1.65 0.74 0.000
H 12.1223 6.9256 11.7184 -0.08 0.14 0.28 0.000
H 13.1373 6.9442 14.0113 -0.05 0.41 -0.55 0.000
H 14.0494 8.3543 14.5068 0.11 -0.31 -0.54 0.002
H 14.7542 7.1260 13.4147 1.06 -0.45 0.10 0.000
H 14.6804 12.1112 11.3306 0.12 -0.08 -0.80 0.000
H 13.8394 12.1339 9.7663 -0.22 0.20 -0.27 0.000
H 15.4417 11.3636 9.8462 -0.23 0.21 0.32 0.000
H 12.6907 10.0390 8.8804 0.35 0.01 0.87 0.000
H 16.5646 9.1986 11.5387 -0.14 -0.07 -0.19 0.000
H 18.5993 10.2972 12.2664 -0.34 0.32 0.40 0.000
H 18.3400 12.1772 13.8893 1.05 0.79 0.68 0.000
H 9.5866 17.8514 13.3073 0.04 -0.43 -0.10 0.000
H 7.7728 17.2046 11.7149 0.42 -0.13 0.36 0.000
H 7.7090 14.9062 10.8151 0.66 0.24 0.92 0.000
H 11.4378 13.4933 10.3784 -0.25 -0.12 0.35 0.000
H 10.1370 13.5857 9.1868 0.17 0.15 -0.22 0.000
H 11.1911 12.1395 9.2631 -0.03 0.46 -0.02 0.000
H 9.9304 10.3077 9.6107 -0.05 0.14 -0.09 0.000
H 7.8403 8.5850 9.7061 0.11 0.08 -0.42 0.000
H 7.1798 8.3631 11.3340 0.63 0.51 -0.49 0.000
H 8.9008 8.1478 11.0765 -0.04 -0.08 -0.31 0.000
H 7.0410 10.3493 12.7546 -0.46 -0.28 0.03 0.000
H 6.8583 12.2540 14.3621 0.36 0.10 -0.63 0.000
H 6.2036 13.2109 13.0065 0.00 -0.09 -0.02 0.000
H 7.6459 13.7799 13.8456 -0.45 -0.82 -0.09 0.000
H 12.1547 17.1602 12.0065 0.35 -0.09 0.08 0.000
H 12.9657 15.6238 12.2828 -0.10 -0.01 0.22 0.000
H 13.9151 17.0983 12.3660 -0.27 0.04 0.14 0.000
H 14.4366 17.6792 14.7324 0.24 0.10 -0.11 0.000
H 13.5233 19.0793 17.7660 0.84 -0.89 -0.26 0.000
H 14.9948 18.2033 17.0349 -0.56 0.19 0.17 0.000
H 13.9896 17.4344 18.2433 -0.03 -0.75 1.05 0.001
H 11.4461 17.2623 17.7278 -0.16 -0.11 -0.51 0.002
H 8.8937 16.8290 16.7234 0.97 -0.77 -0.33 0.000
H 9.6818 15.1711 16.8903 -0.55 0.47 -0.33 -0.001
H 8.8825 15.7166 15.3821 -0.28 -0.50 -0.67 0.000
H 16.2804 14.0541 12.9517 0.53 -0.18 -0.58 0.000
H 16.6556 15.7281 13.5935 0.18 -0.34 -0.14 0.000
H 15.0524 15.0477 13.5953 -0.31 0.20 -0.26 0.000
H 16.1680 16.1809 15.9993 -0.37 -0.22 0.21 0.000
H 16.0033 16.3824 18.6383 0.09 0.13 0.00 0.000
H 16.1442 14.8140 19.4918 -0.37 0.35 0.52 0.000
H 14.5791 15.2912 18.6783 0.46 0.01 0.40 0.004
H 16.3447 12.8082 18.7269 0.12 0.19 -0.96 0.000
H 16.4651 10.1576 16.3356 0.17 0.47 0.06 0.001
H 17.2180 10.7185 17.8091 -0.01 0.20 0.23 0.000
H 18.0465 10.9305 16.2676 0.12 -0.02 -0.03 0.000
O 8.3126 22.6701 26.3118 -3.46 1.67 -1.29 0.000
H 8.9197 22.4714 26.9627 2.43 -1.15 0.98 0.000
H 8.3976 22.4342 25.3918 1.03 -0.53 0.31 0.000
O 12.4627 4.2568 4.4706 -0.52 0.45 -0.81 0.000
H 12.8995 4.4177 3.6244 -0.13 0.01 0.19 0.000
H 13.1034 3.7905 4.9835 0.64 -0.46 0.62 0.000
Br 11.8078 14.1366 18.5051 -0.04 0.03 0.09 0.185
O 10.8233 11.0517 19.4477 -0.29 0.29 -1.92 0.975
C 10.1615 3.5370 19.1373 -0.33 -0.40 -0.20 0.000
N 9.8180 4.7570 19.7986 0.93 0.67 -1.03 0.000
C 10.3207 5.9914 19.4134 -1.67 -0.37 2.01 0.000
C 9.6899 6.8858 20.2036 -0.02 -0.47 -0.06 0.000
N 8.8033 6.2543 21.0307 -0.71 1.10 0.91 0.000
C 8.9002 4.9988 20.7654 0.50 -0.75 -0.83 0.000
H 11.1544 3.1908 19.4021 0.14 -0.13 0.16 0.000
H 10.1333 3.7125 18.0723 0.11 -0.01 -0.39 0.000
H 9.4199 2.7627 19.3300 0.06 -0.02 0.26 0.000
H 11.0442 6.2822 18.7468 1.63 -0.36 -1.74 0.000
H 9.8901 7.9213 20.1426 -0.24 1.02 0.37 0.000
H 8.3324 4.1673 21.1165 -0.41 -0.17 0.56 0.000
```
Positions in Å, forces in eV/Å.

Computed properties:
- E_tot: -293022.7244 eV
- Multiplicity: 6
- HOMO level (spin up / spin down): -1.41 / -2.52 eV
- Total charge: -2